Formula: C6H18O6
Source: OMol25
Level of theory: ωB97M-V/def2-TZVPD

Values from the calculation:
2S+1   2
Net charge   +1
LUMO energy (spin up / spin down)   -5.1 / -8.7 eV
Energy above the lowest of the compared OMol25 structures with the same formula, charge and spin   0.0 kJ/mol

XYZ file:
```
30
Properties=species:S:1:pos:R:3:forces:R:3:lowdin_charge:R:1
O 0.992 1.580 -0.211 0.1 -0.3 0.1 0.05
C 1.200 0.496 -0.742 0.0 0.3 -0.2 -0.52
O 0.950 0.214 -1.984 0.0 -0.3 -0.2 0.14
C 1.782 -0.682 0.008 0.2 0.3 0.0 -0.03
C 0.753 -1.821 0.210 -0.1 -0.5 0.3 -0.10
C -0.259 -1.449 1.222 0.1 0.2 -0.4 -0.19
C -0.254 -2.052 2.494 0.0 -0.1 0.6 0.29
C -1.276 -0.447 0.904 -0.3 0.2 -0.2 0.00
H 0.569 0.971 -2.562 -0.1 0.1 0.1 0.09
H 2.602 -1.080 -0.577 0.1 -0.2 -0.2 0.15
H 2.197 -0.339 0.950 -0.1 0.0 0.2 0.12
H 0.255 -2.029 -0.742 0.0 0.2 -0.1 0.15
H 1.267 -2.730 0.517 0.1 0.0 0.0 0.13
H -0.987 -1.803 3.258 0.0 0.1 -0.2 0.12
H 0.476 -2.793 2.793 0.2 0.0 -0.2 0.11
H -0.971 0.542 1.283 0.2 -0.1 0.2 0.13
H -1.416 -0.287 -0.165 0.1 -0.1 0.0 0.11
H -2.231 -0.671 1.379 0.0 0.0 0.1 0.12
H -0.700 4.251 -0.885 0.0 0.0 0.0 0.07
H 0.487 3.227 -0.917 -0.2 0.2 0.2 0.02
O 0.010 3.902 -1.430 0.2 -0.1 -0.2 -0.04
H -1.009 1.954 -3.654 0.0 0.1 -0.1 0.08
H -0.049 2.860 -2.815 -0.3 0.1 -0.3 0.03
O -0.082 2.095 -3.437 0.3 -0.2 0.3 -0.02
H -2.230 -2.251 -0.738 0.1 -0.2 -0.2 -0.01
H -3.089 -3.505 -0.499 0.0 0.0 -0.1 0.05
O -3.117 -2.602 -0.834 -0.1 0.1 0.2 -0.03
H 1.497 1.617 1.606 -0.1 0.2 0.3 0.00
H 0.902 1.363 3.026 0.3 0.3 -0.1 0.04
O 1.734 1.466 2.540 -0.3 -0.5 0.0 -0.05
```
Positions in Å, forces in eV/Å.


Formula: C6H18OSi2
Source: OMol25
Level of theory: ωB97M-V/def2-TZVPD

Values from the calculation:
LUMO energy   0.8 eV
Energy above the lowest of the compared OMol25 structures with the same formula, charge and spin   277.2 kJ/mol

XYZ file:
```
27
Properties=species:S:1:pos:R:3:forces:R:3:lowdin_charge:R:1
C -1.488 2.750 0.183 0.9 -1.4 -0.8 -0.12
C 1.041 2.437 0.012 1.0 -4.6 0.1 -0.12
C 2.462 -1.497 -0.989 -1.4 4.1 1.3 -0.15
C 0.919 -2.432 0.853 3.2 -0.3 1.8 -0.18
C -0.303 1.824 0.401 0.0 -0.9 0.2 -0.48
C 1.501 -1.165 0.180 -1.3 1.5 1.0 -0.39
O -1.792 -0.665 0.117 0.3 1.2 0.2 -0.49
Si -2.965 -1.732 -0.231 2.1 -1.5 1.2 0.53
Si -0.432 0.084 -0.384 3.3 -1.5 1.4 0.68
H -1.634 2.864 -0.865 -0.8 0.0 -1.0 0.07
H -2.327 2.375 0.716 -1.0 -0.2 0.1 0.07
H -1.231 3.696 0.520 0.3 2.0 1.0 0.05
H 1.088 2.681 -0.996 -0.2 1.2 -1.9 0.05
H 1.883 1.596 0.036 -1.5 1.7 0.5 0.10
H 1.270 3.191 0.669 0.9 2.0 1.2 0.05
H 1.925 -1.621 -1.873 -0.8 -0.6 -1.7 0.03
H 3.107 -0.608 -1.129 -0.3 -0.3 -0.2 0.07
H 3.107 -2.255 -0.789 1.7 -2.7 0.7 0.03
H 0.691 -3.150 0.089 0.0 -0.6 -0.3 0.05
H 0.031 -2.272 1.411 -0.9 0.3 0.6 0.01
H 1.709 -2.941 1.689 -1.9 1.1 -2.4 0.13
H -0.322 1.689 1.498 0.4 -0.5 -0.3 0.11
H 2.087 -0.486 0.895 -1.0 -1.1 -0.6 0.08
H -3.015 -2.618 0.969 -0.4 0.1 -0.2 -0.05
H -4.196 -1.111 -0.461 -1.4 0.7 -0.5 -0.09
H -2.291 -2.498 -1.273 -0.6 -0.4 -0.7 -0.05
H -0.105 -0.218 -1.780 -0.6 0.6 -0.7 -0.01
```
Positions in Å, forces in eV/Å.


Formula: C6H19CrN9O9
Source: OMol25
Level of theory: ωB97M-V/def2-TZVPD

Values from the calculation:
2S+1   5
LUMO energy (spin up / spin down)   0.0 / 0.0 eV
Energy above the lowest of the compared OMol25 structures with the same formula, charge and spin   7.0 kJ/mol

XYZ file:
```
44
Properties=species:S:1:pos:R:3:forces:R:3:lowdin_charge:R:1
Cr -14.275 -1.726 9.873 -0.5 -1.6 -0.6 0.86
C -17.621 -3.698 11.601 -0.2 -0.5 -0.6 -0.01
C -16.457 -2.768 11.358 -0.6 2.2 0.1 -0.69
O -15.436 -3.204 10.778 0.8 -0.3 -0.5 -0.08
O -16.585 -1.538 11.638 -0.1 -0.8 0.4 -0.07
H -17.659 -4.394 10.761 0.2 -0.2 0.2 0.08
H -18.576 -3.176 11.581 0.2 0.3 0.3 0.07
H -17.534 -4.273 12.522 0.1 0.1 0.0 0.08
N -12.756 -4.198 7.813 0.9 -0.5 0.2 -0.60
O -12.714 -4.384 6.582 -0.4 0.4 0.2 -0.05
O -11.998 -4.840 8.564 0.0 0.0 0.0 -0.05
O -13.529 -3.350 8.311 -0.6 0.3 -0.4 -0.10
C -11.503 -2.346 11.351 1.6 1.6 -2.3 -0.59
O -12.662 -2.493 11.006 0.0 -0.6 1.1 0.00
N -10.493 -3.225 11.158 -0.9 -1.6 0.3 0.18
N -10.948 -1.110 11.617 -1.2 0.1 0.9 0.16
H -10.751 -4.170 10.905 0.1 0.1 -0.2 0.12
H -9.586 -3.033 11.532 0.1 -0.2 0.1 0.10
H -11.588 -0.336 11.567 0.3 0.1 0.0 0.06
H -9.959 -1.021 11.511 0.0 0.5 0.0 0.09
C -12.527 0.185 7.736 -1.2 -1.1 0.0 -0.62
O -13.104 -0.615 8.466 0.6 0.1 -0.4 -0.02
N -11.902 1.256 8.236 0.5 0.6 0.5 0.18
N -12.532 0.104 6.382 0.0 0.1 -0.4 0.19
H -11.581 1.996 7.640 0.2 0.1 0.4 0.11
H -11.930 1.301 9.239 0.0 0.4 -0.1 0.10
H -12.042 0.814 5.869 0.1 -0.2 -0.2 0.10
H -12.713 -0.767 5.911 -0.1 -0.1 0.3 0.12
C -13.971 0.721 12.046 -2.1 -1.3 -0.1 -0.63
O -13.962 0.055 11.004 1.5 1.5 0.6 -0.04
N -13.197 1.794 12.320 0.6 -0.4 -0.7 0.17
N -14.854 0.444 13.014 -0.1 0.2 0.7 0.20
H -12.483 1.965 11.635 -0.1 0.8 0.3 0.10
H -13.541 2.428 13.015 0.6 0.4 -0.1 0.11
H -15.449 -0.376 12.969 -0.2 0.0 -0.5 0.10
H -14.876 1.063 13.803 -0.2 -0.4 0.3 0.10
C -16.640 -1.064 7.608 -0.9 -0.7 1.4 -0.62
O -15.847 -1.213 8.530 -0.1 0.4 0.1 0.00
N -16.334 -1.339 6.339 1.8 -0.2 -1.3 0.19
N -17.956 -0.775 7.775 -0.2 0.4 -0.6 0.18
H -16.857 -1.099 5.518 -0.3 0.1 0.2 0.11
H -15.375 -1.622 6.194 -0.1 -0.1 0.0 0.12
H -18.449 -0.711 6.904 -0.6 0.1 0.3 0.09
H -18.445 -0.642 8.641 0.4 0.0 0.2 0.12
```
Positions in Å, forces in eV/Å.


Formula: C6H19N2O2Si
Source: OMol25
Level of theory: ωB97M-V/def2-TZVPD

Values from the calculation:
Net charge   +1
LUMO energy   -2.8 eV

XYZ file:
```
30
Properties=species:S:1:pos:R:3:forces:R:3:lowdin_charge:R:1
C 3.382 -0.759 1.565 -0.2 0.3 -0.2 -0.06
C -0.746 -2.367 -0.010 0.0 0.2 -0.3 -0.06
C 0.748 2.143 -2.049 0.2 -0.5 0.5 -0.11
C 2.941 0.490 0.821 0.8 -0.1 0.4 -0.24
C -0.176 -2.002 -1.368 0.0 -0.6 0.2 -0.24
C -2.859 1.321 0.586 0.9 0.3 -0.4 -0.28
N -1.301 1.338 0.499 0.5 -0.1 -0.4 0.01
N -3.433 0.046 0.569 -0.1 -0.4 0.0 0.02
O 1.689 0.228 0.199 -0.6 0.1 -0.3 -0.15
O -0.089 -0.594 -1.566 0.0 0.4 -0.5 -0.16
Si 0.688 0.633 -0.950 -1.7 0.5 0.0 0.59
H 2.691 -0.991 2.372 0.0 0.0 0.1 0.08
H 3.427 -1.607 0.887 0.0 -0.1 0.0 0.08
H 4.370 -0.598 1.987 0.1 0.0 0.1 0.09
H -1.771 -2.020 0.084 0.0 0.0 0.0 0.05
H -0.739 -3.448 0.099 0.0 -0.1 0.0 0.09
H -0.144 -1.931 0.782 0.1 0.0 0.2 0.07
H -0.093 2.152 -2.739 -0.1 -0.2 0.1 0.05
H -3.198 1.897 -0.276 0.0 0.0 0.1 0.12
H 1.660 2.143 -2.647 0.1 -0.1 0.0 0.05
H 3.669 0.752 0.049 -0.1 0.1 0.1 0.13
H 2.824 1.333 1.506 0.0 0.0 -0.1 0.13
H -0.817 -2.375 -2.169 0.2 0.0 0.1 0.13
H 0.823 -2.431 -1.480 -0.1 0.0 -0.1 0.12
H -3.128 1.840 1.510 0.1 0.0 -0.1 0.12
H -1.031 2.314 0.576 0.0 0.1 0.3 0.07
H -0.960 0.876 1.339 0.0 0.1 0.1 0.08
H 0.734 3.069 -1.480 0.0 0.0 0.2 0.04
H -3.315 -0.444 -0.306 0.0 -0.1 0.1 0.08
H -3.193 -0.531 1.363 -0.1 0.0 -0.1 0.08
```
Positions in Å, forces in eV/Å.


Which strongest force on any atom belongs to each record? In order, 0.013; 0.092; 0.063; 0.035 hartree/bohr.